C4H6N2O | ωB97M-V with the def2-TZVPD basis set

**Highest occupied orbital energy**: -0.314 Eh
**Molar mass**: 98.10 g mol⁻¹
**LUMO level**: 0.6226 eV
**ΔE to the lowest compared entry with this formula, charge and spin**: 451.4 kJ/mol
**Gap between HOMO and LUMO**: 9.2 eV
**Net charge**: 0
**Energy**: -9268.82341 eV

Structure (XYZ):
```
13
C4H6N2O, DFT ωB97M-V with the def2-TZVPD basis set
O -0.910 -2.335 -0.579
C -0.692 -1.191 -0.271
N -0.616 -0.675 0.995
C -0.206 0.704 1.028
C 0.183 0.948 -0.428
C 1.009 -0.166 -1.618
N -0.411 -0.125 -1.212
H -0.684 -1.275 1.802
H 0.585 0.899 1.756
H -1.053 1.374 1.248
H -0.034 1.937 -0.824
H 1.357 0.885 -0.819
H 1.481 -0.950 -0.981
```

Mulliken atomic charge list, values in e, 5 entries: number 1, O, carries -0.558; number 2, C, carries 0.419; number 3, N, carries -0.135; number 4, C, carries -0.410; number 5, C, carries -0.201